Record 1
The following is a DFT calculation (ωB97M-V/def2-TZVPD) of C42H43ClP2Ti as an isolated structure.

ORCA input file:
```
! wB97M-V def2-TZVPD RIJCOSX def2/J DEFGRID3
* xyz 0 3
Ti -0.76439 0.09929 -2.27799
C -1.78534 1.24887 -4.91760
C -2.06552 2.41957 -4.34070
C -3.38439 3.16459 -4.48061
C -4.63209 2.24932 -4.52759
C -4.52733 0.84550 -3.95628
C -4.16148 -0.25580 -4.64117
C -3.37106 -0.38290 -5.92562
C -2.42582 0.78051 -6.20295
C -1.35602 -0.91222 0.58638
H -1.10795 0.46387 -4.50276
H -1.34985 3.15467 -3.82097
H -3.34675 3.78587 -5.40715
H -3.48258 3.88124 -3.63934
H -5.42709 2.77801 -3.97285
H -4.96216 2.23633 -5.57999
H -5.03269 0.75209 -2.98174
H -4.60764 -1.20432 -4.31834
H -4.04122 -0.57918 -6.77693
H -2.78981 -1.31311 -5.81462
H -1.65060 0.40368 -6.89631
H -2.92250 1.58320 -6.75271
H -0.39969 -1.46376 0.51629
H -1.87211 -1.15555 1.55747
H -1.17751 0.18280 0.53677
P -0.40965 2.40393 -2.47498
P -2.55858 -1.20351 -0.69559
C -1.83930 1.64183 -1.43538
C -2.63924 0.41150 -1.49690
C -0.06855 3.98473 -1.75171
C -0.98757 5.00682 -2.04438
C -0.87385 6.23127 -1.40163
C 0.15524 6.44562 -0.47551
C 1.08060 5.42329 -0.20144
C 0.98682 4.19356 -0.85123
C 0.95702 1.77204 -3.50806
C 1.12328 0.38962 -3.80825
C 1.99833 -0.00550 -4.83201
C 2.86628 0.92084 -5.41010
C 2.75141 2.26826 -5.06305
C 1.78755 2.69125 -4.15539
C -4.10616 -1.20906 0.21507
C -4.34448 -0.07597 1.02342
C -5.12021 -0.19671 2.17235
C -5.75725 -1.41482 2.45356
C -5.64894 -2.49115 1.56432
C -4.79761 -2.40855 0.45726
C -2.36278 -2.74036 -1.63977
C -1.31177 -3.64960 -1.37554
C -1.10891 -4.75977 -2.20435
C -1.92496 -4.97148 -3.32470
C -2.96185 -4.06401 -3.59600
C -3.19945 -2.99767 -2.74171
H -2.24902 2.52029 -0.93645
H -3.63214 0.52015 -1.91277
H -1.77795 4.83649 -2.77500
H -1.58194 7.02280 -1.66152
H 0.24903 7.42390 -0.00113
H 1.89345 5.61491 0.49985
H 1.71963 3.40995 -0.66885
H 0.48769 -0.45511 -3.32998
H 1.96484 -1.03281 -5.22063
H 3.60707 0.58413 -6.13813
H 3.38596 3.00610 -5.55493
H 1.61363 3.74920 -3.96945
H -3.83477 0.86400 0.76405
H -5.21490 0.67073 2.84010
H -6.30229 -1.50452 3.40173
H -6.21782 -3.40416 1.76949
H -4.67448 -3.27825 -0.19580
H -0.64081 -3.46345 -0.53659
H -0.31841 -5.48470 -1.97986
H -1.74056 -5.81964 -4.00310
H -3.59947 -4.22331 -4.47393
H -4.04933 -2.33997 -2.95072
Cl 3.61486 -1.91175 -0.18112
C 3.00906 -0.79918 0.97505
C 3.58458 -0.82235 2.24069
C 3.16830 0.09754 3.21908
C 2.19474 1.05411 2.90091
C 1.62945 1.09800 1.62627
C 1.95928 0.12456 0.64375
C 1.37486 0.18459 -0.71952
H 4.37675 -1.53950 2.46913
H 3.58789 0.04697 4.22835
H 1.85364 1.76981 3.65801
H 0.90664 1.87811 1.35512
H 1.94181 0.92870 -1.31767
H 1.46583 -0.78445 -1.24958
*
```

Results
Energy relative to the best compared isomer or geometry (same formula, charge and spin) in eV: 7.897
Electronic energy in Ha: -3618.0605
Kohn-Sham gap (spin up / spin down) in eV: 4.9 / 5.0


Record 2
The following is a DFT calculation (ωB97M-V/def2-TZVPD) of C42H43CrFN5O7S3 as an isolated structure.

ORCA input file:
```
! wB97M-V def2-TZVPD RIJCOSX def2/J DEFGRID3
* xyz 0 4
Cr -1.67347 -0.60987 0.72327
C 1.97152 -3.01906 1.19771
C 0.98710 -2.99194 0.06038
N 1.09761 -2.04383 -0.78782
N 0.39021 -2.06418 -1.95545
C -0.39207 -1.13028 -2.30698
S -1.07307 0.27770 -1.49028
S -0.98728 -1.23016 -4.01362
C -1.35780 -3.00967 -4.15700
C -2.82836 -3.29213 -4.00738
C -3.53834 -3.92123 -5.02211
C -4.89598 -4.18434 -4.88396
C -5.55586 -3.81771 -3.72287
C -4.85102 -3.18618 -2.70414
C -3.49976 -2.92063 -2.84289
C -0.06557 -4.02313 0.07111
C 0.21281 -5.37390 0.25575
C -0.80887 -6.30567 0.31358
C -2.12874 -5.87215 0.21503
C -2.42908 -4.53195 0.07005
C -1.40154 -3.57892 0.00942
O -1.64944 -2.30026 -0.12890
H 2.58271 -3.92377 1.14822
H 1.43962 -3.03155 2.15051
H 2.63253 -2.15540 1.16405
H -0.77088 -3.48970 -3.37255
H -0.98937 -3.36321 -5.11944
H -3.02351 -4.21179 -5.93143
H -5.43479 -4.67576 -5.68465
H -6.61383 -4.02012 -3.61062
H -5.35878 -2.89777 -1.79129
H -2.96305 -2.41521 -2.04665
H 1.24346 -5.70104 0.33628
H -0.58474 -7.35631 0.44297
H -2.93518 -6.59429 0.26257
H -3.45326 -4.18666 0.01558
C 2.99875 5.59901 1.41974
C 1.82289 5.29643 0.50135
N 1.38928 3.90392 0.57926
C 0.17794 3.60776 1.09950
C -0.30461 2.35196 1.28130
C -1.74850 2.23316 1.70089
O -2.32145 3.22857 2.12376
O -2.27141 1.08189 1.53452
C 0.52729 1.22503 1.00974
O 0.22132 0.03484 1.25430
C 1.80989 1.54219 0.37966
C 2.59149 0.49189 -0.10301
C 3.69134 0.76669 -0.86175
F 4.46788 -0.24333 -1.31292
C 4.02577 2.06945 -1.22848
C 3.28606 3.11775 -0.71393
C 2.18422 2.86872 0.11363
N 5.05855 2.33963 -2.17100
C 5.28696 1.41003 -3.26615
C 6.03781 2.18816 -4.37394
N 5.88243 3.64445 -4.05453
C 6.68272 3.99995 -2.83660
C 6.29070 2.97191 -1.74566
H 3.30188 6.63987 1.30387
H 3.85761 4.96385 1.20449
H 2.71767 5.43846 2.46001
H 2.04342 5.55144 -0.53809
H 0.96610 5.90038 0.79273
H -0.45711 4.44097 1.37484
H 2.26372 -0.53033 0.04192
H 3.53199 4.12620 -1.01776
H 4.32642 1.04484 -3.62646
H 5.89111 0.54598 -2.97855
H 5.63831 2.00238 -5.36763
H 7.10543 1.97743 -4.37452
H 4.90308 3.74553 -3.75562
H 6.07571 4.25409 -4.84533
H 6.42113 5.02246 -2.56984
H 7.73723 3.95248 -3.09923
H 6.15093 3.46996 -0.79005
H 7.09424 2.23439 -1.62546
C -5.95685 -0.17735 -0.28713
C -4.77847 -0.26998 0.63848
C -4.95977 0.18286 2.04899
O -3.73245 -0.72932 0.20661
H -6.70101 -0.91841 0.01560
H -5.64843 -0.36125 -1.31336
H -6.42522 0.80355 -0.19317
H -6.00566 0.11248 2.34575
H -4.63543 1.22471 2.11389
H -4.31310 -0.39563 2.70635
O -0.88753 2.76301 7.63888
C -1.68227 1.66132 7.64396
O -2.30252 1.39793 8.63852
C -1.72610 0.85277 6.39692
C -2.63757 -0.20004 6.34266
C -2.73346 -0.99814 5.22057
C -1.90317 -0.79013 4.11254
S -2.00029 -1.86377 2.73539
C -0.98795 0.26779 4.17123
C -0.90440 1.07264 5.28998
H -0.50036 2.87863 6.76463
H -3.27447 -0.37063 7.20017
H -3.45359 -1.80594 5.18563
H -0.33844 0.43932 3.32528
H -0.16158 1.86517 5.27618
*
```

Results
Energy relative to the best compared isomer or geometry (same formula, charge and spin) in eV: 0.000
Electronic energy in Ha: -4765.6723
Kohn-Sham gap (spin up / spin down) in eV: 4.6 / 4.7


Record 3
The following is a DFT calculation (ωB97M-V/def2-TZVPD) of C42H43KN7O4P2S as an isolated structure.

ORCA input file:
```
! wB97M-V def2-TZVPD RIJCOSX def2/J DEFGRID3
* xyz 1 1
K 0.02925 0.05335 -1.28114
N -1.94638 -1.07229 1.04485
P -0.46141 -0.66668 1.80009
C -0.67231 -1.36037 3.47290
C -1.24735 -2.62329 3.61657
C -1.34898 -3.20924 4.86859
C -0.86405 -2.54773 5.98818
C -0.27742 -1.29850 5.85127
C -0.18156 -0.70626 4.60037
C -0.68356 1.11816 2.12381
C 0.32283 1.97417 1.68422
C 0.18390 3.35311 1.79979
C -0.96783 3.88285 2.35753
C -1.97204 3.03597 2.81793
C -1.82834 1.66360 2.70597
P -1.98289 -2.15195 -0.28005
C -2.99200 -3.55298 0.30306
C -4.06171 -3.42075 1.18720
C -4.79624 -4.52912 1.57242
C -4.47484 -5.78489 1.07046
C -3.41468 -5.92760 0.19019
C -2.67208 -4.81597 -0.18637
C -3.12930 -1.30687 -1.43258
C -2.88668 -1.47258 -2.79349
C -3.66836 -0.82274 -3.73990
C -4.69487 0.01209 -3.32854
C -4.94697 0.18545 -1.97225
C -4.17149 -0.47198 -1.03255
H -2.79551 -0.94157 1.58590
H -1.62607 -3.15366 2.75067
H -1.80404 -4.18604 4.96814
H -0.94072 -3.00624 6.96495
H 0.10427 -0.77961 6.72063
H 0.27510 0.27196 4.50810
H 1.23330 1.55221 1.26675
H 0.97404 4.00917 1.45694
H -1.08420 4.95477 2.44661
H -2.86195 3.45153 3.27271
H -2.60753 1.01164 3.08583
H -4.33713 -2.45071 1.58686
H -5.62249 -4.41449 2.26150
H -5.05026 -6.65044 1.37035
H -3.15681 -6.90445 -0.19636
H -1.83037 -4.93508 -0.85851
H -2.07461 -2.11345 -3.12112
H -3.46685 -0.96545 -4.79422
H -5.30445 0.52688 -4.06007
H -5.74901 0.83697 -1.65020
H -4.37568 -0.31702 0.02080
N -1.60136 2.24810 -4.38525
C -0.88228 1.13703 -4.80365
C -0.84089 0.88232 -6.18518
C -0.13730 -0.20692 -6.63893
C 0.50601 -1.03584 -5.72106
C 0.41193 -0.69568 -4.39160
N -0.24891 0.37193 -3.92824
C -2.15418 2.60178 -3.15687
C -3.04725 3.68715 -3.16699
C -3.62724 4.08184 -1.98597
C -3.32288 3.38914 -0.81688
C -2.44190 2.33675 -0.91189
N -1.84893 1.94325 -2.04886
H -1.96939 2.79146 -5.14868
H -1.36555 1.53037 -6.87533
H -0.09542 -0.41996 -7.69865
H 1.05879 -1.90927 -6.03325
H 0.88740 -1.31717 -3.63614
H -3.27213 4.19925 -4.09373
H -4.31496 4.91707 -1.97293
H -3.75520 3.65692 0.13602
H -2.19472 1.75973 -0.02648
C 4.82766 2.70114 4.00596
C 5.75368 2.20654 2.90288
S 5.34353 0.52404 2.48437
O 5.67763 -0.31196 3.60130
O 3.99680 0.51277 1.95730
C 6.46108 0.10130 1.15481
C 6.15787 0.72590 -0.20573
N 4.97944 0.15821 -0.85590
C 3.77137 0.76176 -0.95098
N 2.83896 -0.06669 -1.38859
C 3.46004 -1.25628 -1.61501
C 4.77344 -1.14055 -1.28159
N 5.79518 -2.12682 -1.43272
O 6.94803 -1.79581 -1.20233
O 5.44033 -3.22735 -1.79322
C 3.51587 2.18527 -0.60468
H 5.08894 3.72591 4.26448
H 4.92831 2.08427 4.89705
H 3.78820 2.67785 3.68114
H 6.79686 2.20285 3.21950
H 5.65930 2.80862 1.99716
H 6.42672 -0.98748 1.11326
H 7.46673 0.36765 1.48067
H 7.01905 0.58699 -0.85419
H 5.97695 1.79530 -0.11449
H 2.96206 -2.13324 -1.99154
H 4.26192 2.85148 -1.03907
H 3.50206 2.31707 0.47711
H 2.54665 2.46811 -1.01127
*
```

Results
Energy relative to the best compared isomer or geometry (same formula, charge and spin) in eV: 0.073
Electronic energy in Ha: -3991.1988
Kohn-Sham gap in eV: 8.1